ORCA calculation (ωB97M-V/def2-TZVPD) on 5 unconnected molecules or ions with the total composition CH13NO4 at a distorted geometry.

Kohn-Sham gap (eV): 10.021
SMILES string: CN.O.O.O.O
Strongest force on any atom (eV/A): 1.324
M (g/mol): 103.12
Energy (hartree): -401.60295

Last column: Mulliken charge in e.
CARTESIAN COORDINATES (ANGSTROEM)
C (0.08708, -1.35148, 2.47865)  -0.66
N (-0.47467, -2.12747, 1.41412)  -0.49
H (0.49499, -0.44755, 2.01794)  0.21
H (-0.65744, -1.03335, 3.23134)  0.25
H (0.93395, -1.90736, 2.90075)  0.30
H (-1.14298, -1.69690, 0.83067)  0.24
H (-0.80713, -3.03288, 1.65257)  0.16
O (0.65614, -1.18654, -1.34318)  -0.68
H (0.12635, -1.10680, -0.55471)  0.32
H (0.58516, -2.12570, -1.60965)  0.30
O (0.81161, 1.03499, -2.97157)  -0.72
H (-0.13734, 1.13139, -3.03747)  0.31
H (0.94872, 0.22377, -2.47050)  0.40
O (-1.58786, 1.28959, 0.07116)  -0.58
H (-1.94050, 1.83181, 0.76913)  0.29
H (-1.00468, 1.86323, -0.41895)  0.32
O (0.73524, 2.81321, -0.74093)  -0.66
H (1.02832, 2.28052, -1.48667)  0.37
H (1.34506, 3.54753, -0.73268)  0.30

---

ORCA calculation (ωB97M-V/def2-TZVPD) on 6 unconnected molecules or ions with the total composition CH13O5S.

Kohn-Sham gap (eV): 7.706
Strongest force on any atom (eV/A): 0.837
M (g/mol): 137.18
Energy (hartree): -820.35723
Charge: -1

Last column: Mulliken charge in e.
CARTESIAN COORDINATES (ANGSTROEM)
C (-0.62239, 2.93224, -1.06184)  -0.80
S (-0.67728, 1.14273, -1.40288)  -0.60
H (-1.52802, 3.28123, -0.57627)  0.24
H (0.17879, 3.12143, -0.35973)  0.21
H (-0.30625, 3.51208, -1.92604)  0.28
H (-0.59428, -1.41130, -1.94557)  0.31
H (0.78966, -1.11188, -2.24438)  0.31
O (0.21091, -1.88914, -2.18514)  -0.65
H (2.25391, 1.04824, 0.07577)  0.23
H (0.89991, 0.52553, -0.38586)  0.16
O (1.72776, 0.24280, 0.10923)  -0.66
H (-1.28158, 0.44455, 0.78376)  0.27
H (-1.74331, -0.92170, 1.16957)  0.33
O (-1.62425, -0.04564, 1.55638)  -0.68
H (0.25861, 0.07300, 2.94780)  0.33
H (1.40814, -0.25312, 2.08503)  0.36
O (1.10112, -0.40434, 2.99556)  -0.69
H (0.61258, -2.11336, 0.35732)  0.33
H (0.75030, -2.41549, 1.77352)  0.36
O (0.25142, -2.73381, 1.01258)  -0.65

---

ORCA calculation (ωB97M-V/def2-TZVPD) on a molecular structure, CH13O9Pb at a distorted geometry.

Kohn-Sham gap (eV): 8.718
Strongest force on any atom (eV/A): 3.970
M (g/mol): 376.31
Energy (hartree): -915.71928
Charge: +1

Last column: Mulliken charge in e.
CARTESIAN COORDINATES (ANGSTROEM)
Pb (15.71900, 1.20200, -5.48400)  1.29
C (13.57700, 0.69900, -3.94500)  0.78
O (14.19600, -0.27700, -4.36100)  -0.65
O (12.59200, 0.58400, -3.09600)  -0.45
O (13.89100, 1.87100, -4.24100)  -0.70
H (12.47600, -0.33100, -2.95600)  0.32
O (16.19300, -1.10800, -6.05200)  -0.48
H (16.91500, -1.18700, -6.78300)  0.28
H (16.12200, -1.97400, -5.67900)  0.28
O (13.99300, 0.92600, -7.03600)  -0.49
H (13.70700, 1.28400, -7.82100)  0.26
H (13.16500, 0.74500, -6.52200)  0.32
O (16.28400, 2.91900, -3.56700)  -0.48
H (16.46200, 2.55200, -2.70700)  0.26
H (15.77200, 3.68500, -3.31200)  0.29
O (16.94400, 0.13300, -3.62200)  -0.43
H (17.83400, -0.26100, -3.59900)  0.25
H (16.55200, -0.04500, -2.75400)  0.25
O (18.10700, 1.22700, -6.16500)  -0.52
H (18.29200, 1.60200, -6.98500)  0.29
H (18.53900, 0.39000, -6.10200)  0.25
O (15.75200, 3.36100, -6.38600)  -0.54
H (16.20700, 4.12900, -5.93700)  0.30
H (14.96400, 3.74100, -6.79300)  0.30

---

ORCA calculation (ωB97M-V/def2-TZVPD) on 5 unconnected molecules or ions with the total composition CH14NO4 at a distorted geometry.

Kohn-Sham gap (eV): 11.967
Strongest force on any atom (eV/A): 2.559
M (g/mol): 104.13
Energy (hartree): -401.96522
Charge: +1

Last column: Mulliken charge in e.
CARTESIAN COORDINATES (ANGSTROEM)
C (-0.80379, 2.25080, 0.99750)  -0.77
N (0.18088, 1.51622, 0.09555)  -0.08
H (-1.46329, 2.65783, 0.22202)  0.38
H (-0.93532, 1.64382, 1.94142)  0.28
H (-0.24241, 3.09228, 1.50084)  0.33
H (-0.20244, 0.94963, -0.66764)  0.26
H (0.75809, 1.00092, 0.79636)  0.29
H (0.66853, 2.24534, -0.43474)  0.43
H (1.92597, -2.63240, 1.84411)  0.32
H (0.45737, -2.50512, 2.53155)  0.32
O (1.17311, -2.09334, 2.03192)  -0.68
H (-2.08957, -2.45187, -4.50291)  0.30
H (-1.72739, -3.20243, -3.13910)  0.32
O (-1.80034, -2.32595, -3.60469)  -0.61
H (-1.13130, -0.96824, -1.81316)  0.33
H (-0.46575, -0.08051, -2.87769)  0.33
O (-0.82920, -0.01299, -1.94396)  -0.75
H (1.96648, -0.44686, 2.38123)  0.35
H (2.66358, 0.89991, 2.54083)  0.32
O (1.89682, 0.46296, 2.10056)  -0.67

---

ORCA calculation (ωB97M-V/def2-TZVPD) on 7 unconnected molecules or ions with the total composition CH14NO8 at a distorted geometry.

Kohn-Sham gap (eV): 9.756
Strongest force on any atom (eV/A): 1.172
M (g/mol): 168.12
Energy (hartree): -703.31359
Charge: -1

Last column: Mulliken charge in e.
CARTESIAN COORDINATES (ANGSTROEM)
N (-2.54484, 0.03394, -0.30245)  -0.45
C (-1.18054, 0.27692, -0.15535)  0.63
O (-0.71914, 0.35145, 1.00287)  -0.79
O (-0.53553, 0.25826, -1.24393)  -0.86
H (-3.13838, -0.14433, 0.48304)  0.18
H (-2.91433, -0.24275, -1.19582)  0.28
H (0.65614, 1.60434, -1.76733)  0.45
H (1.43324, 2.77781, -1.13627)  0.32
O (1.19317, 2.38942, -1.98331)  -0.68
H (-0.66996, -2.67441, -1.36447)  0.37
H (-1.88192, -2.00366, -0.79423)  0.36
O (-1.63600, -2.77383, -1.32557)  -0.70
H (0.84037, -0.78418, -1.28190)  0.36
H (1.27737, -1.53000, -2.48525)  0.30
O (1.21951, -1.67145, -1.53219)  -0.69
H (0.02005, 2.20750, 2.68208)  0.34
H (0.39565, 1.94894, 1.22618)  0.24
O (0.29474, 2.66316, 1.88100)  -0.72
H (2.16737, 1.91055, 1.68515)  0.40
H (2.06500, 0.52841, 0.88012)  0.32
O (2.64438, 1.23910, 1.16990)  -0.67
H (1.07526, -1.89086, 2.07260)  0.31
H (-0.40354, -1.98294, 1.57538)  0.34
O (0.34190, -2.49139, 1.90976)  -0.64

---

ORCA calculation (ωB97M-V/def2-TZVPD) on 6 unconnected molecules or ions with the total composition CH14O5 at a distorted geometry.

Kohn-Sham gap (eV): 11.454
SMILES string: C.O.O.O.O.O
Strongest force on any atom (eV/A): 4.183
M (g/mol): 106.12
Energy (hartree): -422.63789

Last column: Mulliken charge in e.
CARTESIAN COORDINATES (ANGSTROEM)
C (-0.91001, 2.32217, -0.14712)  -1.03
H (-0.32520, 3.31460, -0.38453)  0.24
H (-0.56980, 1.44815, 0.45115)  0.12
H (-1.47908, 1.93384, -0.88473)  0.30
H (-1.54827, 2.57080, 0.64677)  0.40
O (-0.34641, -1.72608, -0.26793)  -0.64
H (0.15385, -0.92599, -0.49834)  0.42
H (-0.10004, -2.59978, -0.79128)  0.29
O (3.14481, -0.39322, 0.50300)  -0.69
H (3.27489, -1.31919, 0.87548)  0.32
H (2.48907, -0.03287, 1.10866)  0.33
O (-3.46885, -1.21215, -0.52847)  -0.61
H (-2.97445, -1.39767, -1.29863)  0.30
H (-3.14097, -0.45389, -0.12632)  0.30
O (0.65485, -0.76355, 2.08875)  -0.62
H (0.14649, -0.53833, 2.85047)  0.26
H (0.29594, -1.44444, 1.50916)  0.35
O (1.18086, 0.24902, -1.51491)  -0.66
H (1.43105, 0.67288, -2.43661)  0.31
H (2.09128, 0.29570, -1.15455)  0.31

---

ORCA calculation (ωB97M-V/def2-TZVPD) on 6 unconnected molecules or ions with the total composition CH14O5.

Kohn-Sham gap (eV): 11.290
SMILES string: C.O.O.O.O.O
Strongest force on any atom (eV/A): 0.701
M (g/mol): 106.12
Energy (hartree): -422.69478

Last column: Mulliken charge in e.
CARTESIAN COORDINATES (ANGSTROEM)
C (-0.21539, 0.97707, 2.92422)  -0.90
H (-0.98844, 0.21541, 3.03143)  0.23
H (-0.68554, 1.94092, 3.02069)  0.27
H (0.35049, 0.78772, 2.01440)  0.12
H (0.50000, 0.91037, 3.73788)  0.29
O (-1.19462, -0.21679, -1.81447)  -0.68
H (-0.35621, 0.27383, -1.64929)  0.41
H (-1.27837, -0.27822, -2.77075)  0.31
O (2.58363, -0.99073, -0.04305)  -0.64
H (3.46092, -1.19056, 0.30970)  0.29
H (1.99741, -1.75451, 0.09230)  0.40
O (-3.37565, 1.39202, -0.89076)  -0.63
H (-2.64628, 0.77225, -0.73496)  0.32
H (-3.85896, 1.38616, -0.05756)  0.31
O (0.39465, -2.60673, -0.68596)  -0.72
H (0.86884, -2.20488, -1.42262)  0.32
H (-0.50675, -2.25036, -0.75186)  0.34
O (1.43053, 0.88455, -1.77412)  -0.70
H (2.11218, 0.31523, -1.36366)  0.34
H (1.40756, 1.63726, -1.17156)  0.32

---

ORCA calculation (ωB97M-V/def2-TZVPD) on 6 unconnected molecules or ions with the total composition CH15NO5 at a distorted geometry.

Kohn-Sham gap (eV): 10.139
SMILES string: CN.O.O.O.O.O
Strongest force on any atom (eV/A): 3.460
M (g/mol): 121.13
Energy (hartree): -477.97079

Last column: Mulliken charge in e.
CARTESIAN COORDINATES (ANGSTROEM)
C (-1.45631, 0.99014, 0.23914)  -0.64
N (-1.20881, 2.11454, 1.18622)  -0.62
H (-0.41745, 0.73493, -0.40307)  0.19
H (-2.03398, 1.39485, -0.64635)  0.26
H (-2.12667, 0.25555, 0.74161)  0.30
H (-0.60155, 2.69063, 0.64960)  0.24
H (-0.44090, 1.61187, 1.72546)  0.26
O (1.40458, 4.03581, -3.71233)  -0.66
H (0.80682, 4.54639, -4.27988)  0.33
H (1.04250, 3.13290, -3.46727)  0.33
O (-1.42982, -2.88747, -2.01917)  -0.64
H (-0.52260, -3.07651, -1.75442)  0.38
H (-1.73678, -3.72643, -2.40224)  0.29
O (0.74671, -5.27515, 0.91940)  -0.62
H (1.35621, -4.58244, 1.25932)  0.32
H (0.44674, -5.67882, 1.75648)  0.30
O (0.65368, 5.05599, 5.64974)  -0.66
H (0.93275, 5.27252, 4.72104)  0.33
H (-0.37806, 5.11139, 5.59602)  0.34
O (1.43689, -3.59579, -1.77969)  -0.67
H (2.10129, -4.15903, -1.28704)  0.33
H (1.42475, -3.96586, -2.69255)  0.32

---

ORCA calculation (ωB97M-V/def2-TZVPD) on a molecular structure, CH15NO6 at a distorted geometry.

Kohn-Sham gap (eV): 3.375
Strongest force on any atom (eV/A): 3.769
M (g/mol): 137.13
Energy (hartree): -552.92269

Last column: Mulliken charge in e.
CARTESIAN COORDINATES (ANGSTROEM)
N (-0.76762, 2.70348, -1.68580)  -0.55
C (1.26426, -0.06316, 1.51008)  -0.52
O (2.03977, -0.49792, 0.38174)  -0.49
H (-1.48928, 3.35423, -1.97393)  0.26
H (0.04038, 3.26585, -1.33567)  0.26
H (1.90584, 0.36627, 2.29408)  0.34
H (0.72154, -0.84689, 2.15567)  0.26
H (0.50992, 0.64028, 1.34193)  0.24
H (1.67044, -1.53788, 0.20307)  0.49
H (1.66498, -3.49583, 0.27497)  0.24
O (1.07287, -2.77085, 0.31107)  -0.73
H (-1.50372, 1.39170, 1.22358)  0.39
H (-2.68368, 0.06861, 0.78845)  0.24
O (-1.96860, 0.57010, 0.42092)  -0.69
H (-1.79259, 2.20843, 2.71060)  0.29
H (-1.19165, 2.05240, -0.96911)  0.31
O (-1.08944, 2.10762, 2.05608)  -0.64
H (-0.26599, -2.27326, -0.38128)  0.45
H (-1.20870, -0.96211, -0.47996)  0.35
O (-1.03328, -1.88206, -0.85376)  -0.66
H (1.46960, -0.23999, -1.43433)  0.40
H (0.12551, -0.73729, -2.13034)  0.38
O (0.95558, -0.25189, -2.25951)  -0.61

---

ORCA calculation (ωB97M-V/def2-TZVPD) on 7 unconnected molecules or ions with the total composition CH16O7 at a distorted geometry.

Kohn-Sham gap (eV): 10.770
SMILES string: CO.O.O.O.O.O.O
Strongest force on any atom (eV/A): 3.074
M (g/mol): 140.13
Energy (hartree): -574.34950

Last column: Mulliken charge in e.
CARTESIAN COORDINATES (ANGSTROEM)
C (-1.11705, 0.34489, -2.00633)  -0.47
O (-1.08834, 1.74147, -1.81528)  -0.56
H (-1.87952, -0.07971, -1.40671)  0.25
H (-1.35708, 0.00547, -3.10280)  0.29
H (-0.17676, -0.22848, -1.73658)  0.16
H (-0.29373, 2.03748, -2.32027)  0.31
O (2.04132, 1.93376, -2.45083)  -0.65
H (2.27241, 1.38622, -1.70097)  0.32
H (2.29314, 2.82943, -2.25182)  0.32
O (-1.61988, 2.66187, 0.64580)  -0.67
H (-1.57576, 2.08715, -0.15970)  0.43
H (-0.81990, 3.17646, 0.43940)  0.26
O (-1.11131, -2.65658, 0.25688)  -0.70
H (-1.88881, -2.16787, 0.50809)  0.33
H (-0.81216, -2.98556, 1.12035)  0.34
O (0.27973, 0.54939, 2.19094)  -0.57
H (0.24106, 1.51543, 2.27494)  0.30
H (0.41528, 0.28556, 3.10791)  0.28
O (0.73377, -2.69874, 2.55230)  -0.63
H (0.92906, -3.38190, 3.19107)  0.27
H (1.38984, -2.64719, 1.82191)  0.37
O (1.31921, -1.40597, 0.09790)  -0.67
H (0.34734, -1.58797, -0.00995)  0.36
H (1.47815, -0.71461, 0.75375)  0.33

---

Table of ΔE to the lowest compared entry with this formula, charge and spin (kcal/mol), in record order: 11.0 8.3 0.0 30.5 0.0 42.3 6.6 60.5 249.8 17.8
Table of HOMO energy (eV), in record order: -9.26 -4.09 -11.70 -14.70 -6.37 -11.05 -10.91 -9.76 -10.07 -10.45